1.
{
  "formula": "C42H33F6MoN6O8P2S4Se2",
  "method": "wB97M-V/def2-TZVPD",
  "homo_lumo_gap_ev": [5.7167, 6.0281],
  "e_homo_ev": [-5.6949, -5.6935],
  "spin_multiplicity": 3,
  "relative_energy_ev": 2.461,
  "total_charge": -1,
  "largest_force_ha_per_bohr": 0.0918,
  "species": ["Mo", "C", "C", "C", "C", "C", "C", "C", "S", "O", "O", "N", "C", "C", "O", "O", "H", "H", "H", "H", "H", "H", "H", "H", "H", "Se", "P", "C", "C", "C", "C", "C", "C", "C", "C", "C", "C", "C", "C", "C", "C", "N", "N", "N", "P", "Se", "C", "C", "C", "C", "C", "C", "C", "C", "C", "C", "C", "C", "H", "H", "H", "H", "H", "H", "H", "H", "H", "H", "H", "H", "H", "H", "H", "H", "H", "H", "H", "H", "S", "C", "C", "C", "C", "C", "N", "H", "H", "H", "H", "F", "C", "F", "F", "S", "O", "O", "N", "S", "O", "O", "C", "F", "F", "F"],
  "coordinates": [[-1.617, 1.218, -0.807], [-4.640, 8.115, -2.669], [-3.931, 7.187, -1.733], [-4.410, 6.687, -0.474], [-3.751, 5.690, 0.253], [-2.709, 5.036, -0.350], [-2.181, 5.464, -1.568], [-2.748, 6.573, -2.249], [-1.965, 3.725, 0.645], [-2.246, 4.118, 2.016], [-0.564, 3.693, 0.230], [-2.764, 2.311, 0.299], [-4.264, 2.115, 0.579], [-4.615, 0.876, 1.375], [-5.699, 1.032, 1.954], [-3.945, -0.232, 1.385], [-3.942, 8.831, -3.115], [-5.404, 8.675, -2.120], [-5.104, 7.540, -3.489], [-5.290, 7.129, 0.011], [-4.125, 5.467, 1.265], [-1.255, 5.003, -1.882], [-2.366, 6.928, -3.206], [-4.703, 2.058, -0.452], [-4.641, 3.003, 1.093], [2.626, -1.374, 4.693], [2.931, -0.960, 2.653], [4.204, 0.320, 2.493], [5.302, 0.130, 1.677], [6.467, 0.858, 1.902], [6.451, 1.906, 2.817], [5.278, 2.237, 3.531], [4.137, 1.470, 3.378], [3.537, -2.547, 1.975], [4.892, -2.847, 2.225], [5.327, -4.151, 2.113], [4.447, -5.212, 1.916], [3.084, -4.971, 1.682], [2.687, -3.619, 1.627], [1.439, -0.574, 1.732], [1.073, -0.105, 0.392], [-0.303, 0.258, 0.530], [-0.731, -0.114, 1.776], [0.277, -0.568, 2.465], [1.833, -0.158, -1.209], [0.139, -0.275, -2.667], [2.926, -1.499, -1.571], [2.423, -2.810, -1.752], [3.129, -3.696, -2.592], [4.358, -3.261, -3.171], [4.967, -2.070, -2.747], [4.265, -1.172, -1.974], [2.518, 1.469, -1.728], [3.087, 1.437, -3.007], [3.761, 2.587, -3.484], [3.785, 3.730, -2.697], [2.986, 3.834, -1.529], [2.397, 2.690, -0.985], [5.296, -0.622, 0.904], [7.339, 0.634, 1.260], [7.295, 2.502, 3.033], [5.327, 3.141, 4.155], [3.289, 1.746, 3.979], [5.570, -2.084, 2.613], [6.399, -4.346, 2.229], [4.868, -6.195, 1.959], [2.271, -5.742, 1.586], [1.639, -3.428, 1.352], [1.467, -3.109, -1.315], [2.781, -4.710, -2.758], [4.786, -3.824, -4.021], [5.974, -1.747, -2.992], [4.668, -0.205, -1.702], [3.110, 0.515, -3.599], [4.314, 2.555, -4.423], [4.491, 4.538, -2.905], [2.893, 4.782, -0.993], [1.797, 2.804, -0.105], [-2.391, 1.726, -3.057], [-3.311, 0.416, -2.534], [-4.023, -0.421, -3.402], [-4.194, -1.776, -3.072], [-3.961, -2.267, -1.778], [-3.427, -1.408, -0.863], [-3.065, -0.127, -1.261], [-4.438, 0.009, -4.352], [-4.638, -2.432, -3.865], [-4.086, -3.327, -1.524], [-3.195, -1.654, 0.175], [-2.292, -6.050, 3.848], [-1.729, -5.840, 2.649], [-0.414, -5.349, 2.785], [-1.645, -7.055, 1.986], [-2.781, -4.603, 1.685], [-2.954, -3.515, 2.610], [-2.078, -4.397, 0.424], [-4.083, -5.416, 1.334], [-5.555, -5.683, 1.901], [-5.633, -5.938, 3.322], [-6.191, -6.578, 0.954], [-6.403, -3.988, 1.644], [-6.725, -3.772, 0.313], [-7.566, -3.960, 2.351], [-5.623, -2.984, 2.010]],
  "forces_ev_per_angstrom": [[0.77, -0.36, 0.55], [-0.44, 0.39, 0.49], [1.04, -2.31, 0.46], [0.18, 1.16, -0.74], [-1.39, 0.80, -0.19], [0.55, -0.57, 0.24], [-0.11, 0.97, -0.15], [-0.79, -0.81, 1.33], [-1.09, 2.44, 1.82], [0.36, -0.80, -1.30], [-0.66, -1.81, -0.53], [0.64, 0.04, -0.68], [1.33, 1.01, -1.43], [-0.29, -3.79, 1.59], [-0.09, 0.69, -0.26], [-0.33, 3.36, -0.72], [-0.09, -0.11, 0.06], [-0.03, -0.03, -0.34], [0.07, 0.26, 0.38], [0.30, -0.01, -0.44], [0.40, -0.16, -0.70], [-0.07, -0.08, -0.38], [0.14, -0.21, 0.29], [0.12, 0.02, 0.98], [0.13, -0.25, -0.07], [-0.11, 0.36, -0.09], [-0.10, -1.27, 0.50], [-0.78, 1.47, 0.54], [0.16, 0.21, 0.38], [0.36, 0.72, -0.58], [-1.16, -0.68, 0.12], [0.59, 0.07, -0.78], [1.01, -1.04, -0.70], [0.86, -0.60, -0.11], [-0.66, 0.13, 0.15], [0.57, -0.20, 0.05], [-0.55, 0.30, -0.21], [-0.09, 0.67, 0.00], [-0.69, 0.17, 0.00], [-2.24, 1.17, -2.36], [-1.01, -0.11, 3.19], [1.89, -1.76, 0.36], [1.41, 0.58, -0.79], [0.08, 0.38, -0.59], [-2.28, 1.40, -0.90], [0.19, 0.20, 1.36], [1.73, -0.52, -0.20], [0.51, 0.14, -0.59], [1.08, 1.22, 0.35], [-0.60, -0.31, -0.03], [-0.05, -0.05, -0.04], [-1.97, -0.63, 0.75], [0.20, 0.02, 0.59], [0.77, 1.03, 0.01], [-0.25, -0.61, 0.57], [-0.23, 0.37, 0.73], [0.56, -0.70, -0.21], [0.40, -0.52, -1.82], [-0.03, -0.26, 0.05], [-0.41, 0.28, 0.63], [1.05, 0.41, -0.09], [-0.34, -0.61, -0.14], [-0.44, -0.50, -0.05], [-0.19, -0.30, -0.28], [-0.43, -0.08, 0.12], [-0.10, -0.52, -0.05], [1.27, 0.72, -0.04], [0.39, 0.07, 0.43], [0.22, 0.19, -0.25], [-0.15, 0.26, -0.16], [-0.02, 0.09, 0.95], [-0.07, -0.47, -0.51], [0.09, -0.08, -0.11], [-0.15, 0.46, 0.28], [-0.16, -0.05, 0.26], [-0.58, -0.06, -0.35], [0.16, -0.30, -0.18], [-0.11, -0.39, 0.49], [0.43, 1.81, 0.53], [-1.28, -4.37, 1.25], [-0.71, -0.18, -0.79], [-1.25, 0.42, -0.62], [0.27, -0.47, -0.88], [1.00, 1.51, 0.13], [0.00, 0.30, -1.68], [0.85, -0.65, 0.83], [0.47, 0.58, 0.94], [-0.09, 0.57, -0.01], [-0.09, 0.13, -0.40], [0.95, 0.09, -0.83], [0.71, -0.38, -0.71], [-2.25, -0.97, 0.05], [0.10, 1.65, 1.03], [-0.82, -0.09, -0.32], [0.49, -0.44, -0.46], [-0.07, 0.01, 1.17], [-0.23, -0.16, 0.02], [0.95, 0.40, -0.55], [-0.11, 0.18, -0.87], [0.12, 0.68, 1.01], [-0.51, 0.04, -0.68], [0.31, -0.51, 1.40], [0.94, 0.02, -0.58], [-0.43, -0.47, 0.10]],
  "lowdin_charge": [1.37, -0.07, -0.25, -0.02, -0.07, -0.29, -0.05, -0.02, 0.61, -0.28, -0.35, -0.36, -0.11, -0.67, -0.01, -0.09, 0.08, 0.08, 0.09, 0.11, 0.13, 0.10, 0.11, 0.13, 0.10, 0.31, 0.49, -0.34, -0.14, -0.08, -0.08, -0.08, -0.08, -0.36, -0.12, -0.10, -0.08, -0.05, -0.10, -0.38, -0.37, -0.22, 0.02, 0.01, 0.69, 0.37, -0.37, -0.08, -0.04, -0.06, -0.09, -0.11, -0.36, -0.14, -0.07, -0.09, -0.07, -0.06, 0.09, 0.11, 0.08, 0.11, 0.10, 0.10, 0.11, 0.09, 0.12, 0.11, 0.12, 0.11, 0.11, 0.11, 0.10, 0.10, 0.11, 0.10, 0.11, 0.08, 0.57, -0.83, -0.11, -0.03, -0.03, -0.05, -0.14, 0.12, 0.13, 0.13, 0.10, 0.12, -0.55, 0.05, 0.07, 0.57, -0.29, -0.34, -0.32, 0.61, -0.31, -0.32, -0.59, 0.07, 0.10, 0.14]
}



2.
{
  "formula": "C42H33MgN6O4S2",
  "method": "wB97M-V/def2-TZVPD",
  "homo_lumo_gap_ev": 6.2247,
  "e_homo_ev": -4.0406,
  "relative_energy_ev": 1.255,
  "total_charge": -1,
  "largest_force_ha_per_bohr": 0.0227,
  "species": ["Mg", "O", "C", "N", "C", "C", "C", "C", "C", "C", "N", "C", "O", "C", "C", "C", "C", "C", "N", "C", "C", "C", "C", "C", "N", "H", "H", "H", "H", "H", "H", "H", "H", "H", "H", "H", "H", "S", "C", "C", "C", "C", "C", "C", "H", "H", "H", "H", "H", "N", "C", "O", "C", "C", "C", "N", "C", "C", "H", "H", "H", "H", "H", "H", "O", "S", "C", "C", "C", "C", "C", "C", "C", "C", "C", "C", "C", "C", "H", "H", "H", "H", "H", "H", "H", "H", "H", "H"],
  "coordinates": [[0.802, -1.429, -0.518], [4.453, -0.180, 1.073], [3.451, -0.435, 0.397], [2.574, -1.438, 0.467], [2.768, -2.598, 1.248], [3.678, -2.750, 2.301], [3.788, -3.971, 2.967], [2.983, -5.041, 2.606], [2.074, -4.910, 1.559], [1.963, -3.708, 0.859], [1.061, -3.460, -0.205], [0.533, -4.432, -0.939], [0.737, -5.654, -0.953], [-0.532, -3.891, -1.888], [-1.234, -4.770, -2.702], [-2.269, -4.285, -3.480], [-2.604, -2.940, -3.389], [-1.853, -2.133, -2.557], [-0.815, -2.580, -1.841], [3.197, 0.427, -0.842], [3.885, 1.621, -1.005], [3.778, 2.296, -2.208], [3.020, 1.735, -3.229], [2.360, 0.548, -2.982], [2.426, -0.100, -1.811], [4.293, -1.909, 2.579], [4.518, -4.080, 3.763], [3.071, -5.989, 3.124], [1.456, -5.745, 1.265], [-0.946, -5.812, -2.678], [-2.824, -4.945, -4.136], [-3.434, -2.522, -3.947], [-2.095, -1.092, -2.421], [4.499, 1.967, -0.185], [4.295, 3.238, -2.359], [2.934, 2.214, -4.197], [1.761, 0.080, -3.758], [0.257, 1.512, 1.533], [0.473, 3.131, 2.176], [1.747, 3.592, 2.551], [1.912, 4.837, 3.149], [0.816, 5.663, 3.380], [-0.447, 5.232, 2.991], [-0.619, 3.987, 2.394], [2.598, 2.942, 2.379], [2.904, 5.163, 3.444], [0.946, 6.626, 3.862], [-1.310, 5.868, 3.164], [-1.608, 3.650, 2.105], [-1.792, -3.745, 5.603], [-2.556, -3.057, 4.709], [-3.757, -2.907, 4.844], [-1.800, -2.503, 3.538], [-2.417, -2.464, 2.297], [-1.702, -1.977, 1.221], [-0.440, -1.530, 1.320], [0.123, -1.521, 2.531], [-0.517, -2.002, 3.658], [-2.246, -4.163, 6.392], [-0.835, -3.975, 5.408], [-3.432, -2.822, 2.183], [-2.149, -1.949, 0.235], [1.117, -1.098, 2.591], [-0.019, -1.959, 4.619], [-0.294, 0.175, -1.185], [-0.139, 1.703, -1.134], [-0.401, 2.192, -2.932], [0.094, 3.441, -3.281], [-0.126, 3.962, -4.549], [-0.836, 3.223, -5.488], [-1.302, 1.957, -5.154], [-1.083, 1.446, -3.880], [-1.776, 2.341, -0.706], [-2.049, 3.697, -0.771], [-3.314, 4.155, -0.422], [-4.295, 3.262, -0.014], [-4.010, 1.902, 0.045], [-2.750, 1.440, -0.303], [0.667, 4.012, -2.551], [0.257, 4.941, -4.807], [-1.021, 3.631, -6.475], [-1.842, 1.367, -5.885], [-1.431, 0.461, -3.628], [-1.283, 4.397, -1.083], [-3.528, 5.216, -0.464], [-5.277, 3.626, 0.266], [-4.766, 1.202, 0.384], [-2.492, 0.391, -0.236]],
  "forces_ev_per_angstrom": [[-0.35, 0.19, -0.35], [-0.16, 0.03, -0.03], [-0.05, -0.32, -0.06], [0.50, -0.17, 0.62], [0.09, 0.18, -0.27], [-0.18, -0.04, -0.10], [-0.06, 0.06, -0.06], [0.01, 0.11, -0.03], [-0.02, 0.11, -0.02], [-0.05, 0.05, -0.24], [0.33, -0.59, 0.23], [0.18, 0.11, 0.19], [-0.09, 0.10, 0.02], [0.00, 0.26, 0.11], [-0.06, -0.05, -0.11], [0.03, 0.02, 0.03], [-0.07, -0.08, -0.08], [0.25, -0.09, 0.16], [-0.06, -0.21, -0.12], [-0.03, -0.39, -0.23], [-0.03, 0.14, -0.04], [0.03, -0.05, 0.08], [0.09, 0.12, -0.03], [0.03, -0.29, 0.23], [0.16, 0.38, 0.01], [0.03, 0.03, -0.03], [-0.07, 0.03, -0.02], [-0.02, 0.01, -0.01], [0.02, -0.01, -0.06], [0.01, 0.03, -0.02], [-0.01, -0.01, 0.03], [0.06, -0.02, 0.04], [0.05, 0.21, -0.02], [-0.03, 0.02, -0.02], [-0.01, -0.04, 0.00], [-0.03, -0.03, 0.05], [-0.05, 0.04, 0.10], [0.00, -0.09, 0.46], [0.06, -0.09, -0.13], [-0.08, 0.21, 0.02], [-0.06, -0.14, -0.08], [0.02, -0.03, -0.01], [0.02, -0.13, -0.08], [0.09, 0.14, 0.05], [-0.04, 0.03, 0.03], [-0.03, -0.03, -0.01], [-0.01, -0.03, -0.04], [0.00, -0.02, -0.01], [0.05, 0.00, 0.06], [-0.03, 0.14, -0.08], [-0.03, -0.07, 0.07], [0.15, -0.07, -0.02], [-0.09, 0.05, 0.03], [-0.08, 0.02, -0.06], [0.32, 0.09, 0.17], [-0.52, -0.23, 0.27], [0.10, 0.17, -0.35], [-0.03, -0.11, 0.21], [-0.08, -0.05, 0.08], [0.01, 0.00, -0.04], [0.03, 0.04, -0.01], [0.07, -0.04, -0.02], [-0.04, -0.03, -0.03], [0.02, 0.01, -0.09], [-0.31, 1.12, -0.09], [-0.28, -0.17, -0.90], [0.00, -0.04, 0.23], [0.13, 0.09, 0.16], [-0.05, -0.06, -0.02], [0.01, -0.04, 0.07], [0.07, 0.05, 0.07], [0.05, 0.02, -0.01], [-0.07, -0.25, 0.10], [0.08, 0.07, -0.02], [0.02, -0.06, 0.00], [0.03, -0.03, 0.01], [0.03, 0.05, -0.01], [0.06, -0.03, -0.01], [-0.06, -0.07, -0.07], [0.01, 0.00, 0.02], [0.03, -0.02, 0.01], [0.01, 0.00, 0.02], [-0.10, -0.21, 0.09], [-0.04, -0.02, 0.05], [0.02, 0.00, 0.00], [0.05, -0.02, -0.02], [0.04, 0.02, -0.03], [-0.01, 0.04, 0.04]],
  "lowdin_charge": [0.59, 0.01, -0.48, 0.03, -0.22, -0.03, -0.12, -0.12, -0.03, -0.20, 0.04, -0.48, 0.00, -0.16, 0.00, -0.06, -0.06, -0.14, 0.08, -0.18, 0.00, -0.06, -0.08, -0.15, 0.08, 0.09, 0.09, 0.08, 0.09, 0.11, 0.10, 0.10, 0.08, 0.12, 0.10, 0.10, 0.12, 0.63, -0.67, -0.13, -0.12, -0.14, -0.12, -0.14, 0.09, 0.09, 0.08, 0.09, 0.09, 0.17, -0.50, 0.06, -0.14, 0.02, -0.10, 0.03, -0.15, 0.01, 0.10, 0.10, 0.12, 0.10, 0.09, 0.12, -0.60, 0.92, -0.34, -0.12, -0.09, -0.10, -0.08, -0.07, -0.39, -0.09, -0.09, -0.09, -0.07, -0.08, 0.11, 0.10, 0.10, 0.10, 0.08, 0.11, 0.10, 0.10, 0.10, 0.09]
}



Q: Number 2 is which compound?
A: C42H33MgN6O4S2